1.
DFT (ωB97M-V with the def2-TZVPD basis set) results for a molecular structure, H22HeO11 in a non-equilibrium geometry.

Output
- energy above the lowest of the compared OMol25 structures with the same formula, charge and spin (eV) = 1.630
- LUMO energy (eV) = -1.01
- E_tot (a.u.) = -843.7078
- molar mass (g/mol) = 202.17
- strongest force on any atom (eV/A) = 1.08
- HOMO energy (eV) = -9.92

Last column: Mulliken charge in e.
CARTESIAN COORDINATES (ANGSTROEM)
He -0.063 0.197 -0.228  0.019
O -2.212 2.462 0.605  -0.685
H -2.367 3.402 0.688  0.303
H -1.315 2.338 0.915  0.295
O 1.683 1.202 1.386  -0.771
H 2.471 1.097 1.919  0.312
H 1.794 2.050 0.957  0.315
O -1.330 -2.785 0.480  -0.648
H -2.029 -2.130 0.495  0.289
H -0.896 -2.653 -0.362  0.352
O 1.802 1.335 -2.770  -0.593
H 2.589 1.257 -2.230  0.241
H 1.541 2.252 -2.682  0.311
O 3.130 -3.227 0.424  -0.606
H 2.919 -3.139 1.353  0.283
H 2.988 -2.353 0.061  0.433
O -0.457 -0.281 -2.832  -0.654
H 0.145 0.458 -2.915  0.330
H -1.131 0.025 -2.226  0.350
O -2.666 0.974 -1.617  -0.649
H -3.482 1.350 -1.946  0.276
H -2.515 1.421 -0.784  0.392
O -0.119 -2.820 -2.153  -0.691
H -0.661 -3.180 -2.856  0.296
H -0.190 -1.872 -2.257  0.453
O -0.122 0.834 3.571  -0.664
H 0.490 1.243 4.184  0.285
H 0.298 0.927 2.715  0.409
O -2.783 -0.101 3.442  -0.607
H -1.882 0.181 3.280  0.352
H -3.309 0.687 3.306  0.300
O 2.409 -0.744 -0.638  -0.644
H 2.138 0.010 -0.114  0.350
H 3.132 -0.418 -1.173  0.265

2.
DFT (ωB97M-V with the def2-TZVPD basis set) results for 2 unconnected molecules or ions with the total composition C3H2O4 in a non-equilibrium geometry.

Output
- energy above the lowest of the compared OMol25 structures with the same formula, charge and spin (eV) = 0.956
- LUMO energy (eV) = -0.71
- E_tot (a.u.) = -416.4497
- molar mass (g/mol) = 102.05
- strongest force on any atom (eV/A) = 3.30
- HOMO energy (eV) = -9.92

Last column: Mulliken charge in e.
CARTESIAN COORDINATES (ANGSTROEM)
O 1.296 -1.430 0.245  -0.396
C 0.996 -0.462 -0.371  -0.029
C 0.652 0.965 0.408  0.041
O 0.715 2.003 -0.183  -0.428
H 1.161 -0.234 -1.432  0.363
H 0.502 0.874 1.499  0.401
O -1.649 -1.708 -0.232  -0.355
C -1.714 -0.569 0.035  0.745
O -1.959 0.561 0.030  -0.341

3.
DFT (ωB97M-V with the def2-TZVPD basis set) results for a single C21H24FN5O2 molecule in a non-equilibrium geometry.

Output
- energy above the lowest of the compared OMol25 structures with the same formula, charge and spin (eV) = 0.130
- LUMO energy (eV) = 0.58
- E_tot (a.u.) = -1338.7489
- molar mass (g/mol) = 397.45
- strongest force on any atom (eV/A) = 1.37
- HOMO energy (eV) = -8.51

Last column: Mulliken charge in e.
CARTESIAN COORDINATES (ANGSTROEM)
C -1.116 -5.274 5.478  -0.825
O -0.634 -6.108 4.452  -0.455
C -0.038 -5.533 3.372  0.887
C 0.433 -6.414 2.397  -0.549
C 1.052 -5.935 1.262  -0.568
C 1.226 -4.570 1.072  0.443
C 1.870 -4.022 -0.174  -1.160
N 0.897 -3.328 -1.001  -0.195
C 0.816 -1.981 -1.054  1.090
O 1.618 -1.251 -0.508  -0.647
C -0.370 -1.482 -1.891  -1.574
N -0.578 -0.053 -1.910  0.134
C 0.485 0.689 -2.567  -0.627
C 0.031 2.126 -2.802  -0.838
C -0.317 2.779 -1.464  -0.161
N -0.790 4.124 -1.666  0.983
N -1.877 4.377 -2.400  -0.417
N -2.116 5.621 -2.445  -0.867
C -1.168 6.276 -1.720  0.215
C -0.975 7.631 -1.453  -0.715
C 0.108 7.934 -0.667  0.303
F 0.356 9.228 -0.366  -0.326
C 0.989 6.976 -0.146  -0.624
C 0.807 5.639 -0.404  -0.736
C -0.283 5.296 -1.198  1.072
C -1.385 1.936 -0.768  -0.894
C -0.880 0.506 -0.604  -0.617
C 0.754 -3.698 2.043  -0.647
C 0.127 -4.165 3.184  -0.394
H -1.901 -4.602 5.116  0.331
H -0.312 -4.685 5.929  0.336
H -1.536 -5.943 6.228  0.237
H 0.299 -7.472 2.556  0.416
H 1.412 -6.632 0.518  0.318
H 2.328 -4.824 -0.758  0.443
H 2.629 -3.279 0.082  0.334
H 0.156 -3.885 -1.398  0.269
H -0.224 -1.819 -2.923  0.434
H -1.283 -1.950 -1.508  0.467
H 1.411 0.687 -1.972  0.372
H 0.692 0.211 -3.527  0.441
H 0.821 2.687 -3.305  0.355
H -0.860 2.134 -3.431  0.356
H 0.579 2.837 -0.835  -0.040
H -1.634 8.390 -1.839  0.467
H 1.812 7.317 0.462  0.420
H 1.480 4.896 -0.007  0.391
H -2.285 1.942 -1.384  0.360
H -1.626 2.359 0.210  0.349
H 0.001 0.501 0.056  0.397
H -1.660 -0.105 -0.142  0.405
H 0.883 -2.634 1.903  0.468
H -0.224 -3.456 3.917  0.383

4.
DFT (ωB97M-V with the def2-TZVPD basis set) results for 7 unconnected molecules or ions with the total composition C36H49BrF7N2O28S7 in a non-equilibrium geometry.

Output
- charge = +1
- LUMO energy (eV) = -4.64
- E_tot (a.u.) = -9677.3060
- molar mass (g/mol) = 1395.13
- strongest force on any atom (eV/A) = 2.10
- HOMO energy (eV) = -9.83

Last column: Mulliken charge in e.
CARTESIAN COORDINATES (ANGSTROEM)
C 3.320 -6.328 -0.941  -0.655
C 2.305 -5.524 -1.368  -0.173
C 2.177 -4.077 -1.076  0.852
O 2.077 -3.233 -1.923  -0.573
O 2.107 -3.806 0.244  -0.229
C 3.073 -2.823 0.663  -1.109
C 2.536 -1.414 0.509  -0.066
C 1.399 -1.063 1.466  -0.799
C 0.678 0.211 0.994  -0.226
C 1.624 1.344 0.630  -1.396
C 0.930 2.680 0.219  0.714
C -0.548 2.568 0.091  0.017
N -1.179 2.952 1.177  -0.820
N -2.486 2.877 1.153  0.577
C -3.239 2.418 0.177  0.282
Br -5.071 2.480 0.479  -0.099
C -2.623 1.941 -1.009  0.175
C -3.479 1.341 -2.092  -2.479
C -3.520 -0.172 -1.868  1.370
C -2.951 -1.089 -2.753  -0.311
C -2.982 -2.460 -2.496  -0.973
C -3.582 -2.975 -1.342  1.110
C -3.604 -4.439 -1.026  -1.084
C -4.172 -2.057 -0.472  -1.082
C -4.146 -0.690 -0.731  -0.417
C -1.241 2.070 -1.043  0.328
S -0.286 1.623 -2.503  1.618
O 0.730 0.707 -2.089  -0.504
O -1.082 1.181 -3.597  -0.695
C 0.513 3.217 -3.115  0.367
F -0.060 3.487 -4.291  -0.262
F 0.222 4.243 -2.304  -0.162
C 2.040 3.127 -3.379  0.860
F 2.713 2.683 -2.315  -0.203
F 2.442 4.404 -3.567  -0.322
C 2.440 2.333 -4.658  0.548
F 2.349 3.134 -5.708  -0.244
F 1.647 1.291 -4.844  -0.184
F 3.691 1.929 -4.542  -0.247
H 4.357 -6.119 -1.176  0.277
H 3.077 -7.224 -0.382  0.260
H 1.531 -5.930 -2.016  0.050
H 3.323 -2.993 1.704  0.476
H 3.979 -2.906 0.065  0.404
H 2.244 -1.224 -0.519  0.110
H 3.358 -0.721 0.712  0.301
H 0.660 -1.859 1.381  0.426
H 1.722 -1.002 2.502  0.405
H 0.051 -0.092 0.158  0.091
H 0.005 0.523 1.798  0.365
H 2.319 1.513 1.448  0.905
H 2.223 1.054 -0.224  0.348
H 1.390 3.150 -0.637  -0.352
H 1.079 3.361 1.049  -0.144
H -2.950 3.216 2.005  -0.015
H -4.486 1.713 -1.938  0.805
H -3.184 1.618 -3.091  0.562
H -2.477 -0.768 -3.665  0.493
H -2.523 -3.161 -3.178  0.513
H -2.603 -4.733 -0.711  0.257
H -4.293 -4.630 -0.214  0.369
H -3.823 -5.009 -1.921  0.141
H -4.668 -2.403 0.416  0.476
H -4.632 -0.054 -0.011  0.085
C 2.583 -7.260 -5.958  -0.319
C 1.216 -7.342 -6.606  -0.348
O 0.427 -8.082 -5.662  -0.310
S 0.913 -7.755 -4.176  1.115
O 0.063 -6.758 -3.626  -0.429
O 1.156 -8.978 -3.505  -0.606
O 2.304 -7.074 -4.562  -0.272
H 3.140 -8.191 -6.077  0.293
H 3.177 -6.432 -6.333  0.317
H 1.232 -7.853 -7.563  0.317
H 0.769 -6.353 -6.727  0.267
C 4.304 6.684 0.222  -0.454
C 2.992 6.500 -0.512  -0.235
O 2.231 5.635 0.349  -0.101
S 2.605 5.931 1.879  1.120
O 1.620 6.809 2.411  -0.724
O 2.939 4.704 2.501  -0.598
O 3.930 6.769 1.608  -0.261
H 4.961 5.822 0.096  0.324
H 4.828 7.587 -0.078  0.340
H 3.115 6.043 -1.490  0.206
H 2.453 7.443 -0.615  0.249
C -0.883 6.434 4.301  0.387
C -0.614 5.483 5.444  -0.257
O -1.934 5.058 5.865  -0.359
S -2.905 5.011 4.616  1.084
O -2.985 3.673 4.113  -0.538
O -4.084 5.731 4.919  -0.589
O -2.004 5.838 3.602  -0.303
H -1.189 7.419 4.654  0.271
H -0.038 6.528 3.624  -0.208
H -0.086 5.950 6.269  0.302
H -0.064 4.601 5.112  0.318
C 5.373 8.841 5.118  -0.319
C 5.696 8.074 6.383  -0.390
O 4.409 7.762 6.941  -0.334
S 3.354 7.533 5.768  1.250
O 3.228 6.142 5.513  -0.529
O 2.220 8.348 6.014  -0.592
O 4.215 8.178 4.586  -0.270
H 5.108 9.877 5.334  0.270
H 6.182 8.815 4.394  0.315
H 6.279 8.653 7.092  0.315
H 6.212 7.137 6.165  0.286
C -4.374 -9.193 -3.151  -0.341
C -3.291 -8.956 -4.179  -0.129
O -3.885 -8.042 -5.118  -0.310
S -4.899 -7.072 -4.350  1.006
O -4.241 -5.847 -4.065  -0.441
O -6.148 -7.106 -5.014  -0.565
O -5.000 -7.913 -2.994  -0.316
H -5.123 -9.901 -3.510  0.283
H -3.979 -9.535 -2.199  0.332
H -2.985 -9.868 -4.682  0.355
H -2.418 -8.475 -3.732  0.065
C -2.534 -1.281 4.446  -0.251
C -3.416 -2.133 5.333  -0.441
O -3.936 -3.136 4.449  -0.306
S -2.850 -3.492 3.331  0.899
O -2.137 -4.652 3.715  -0.576
O -3.470 -3.389 2.059  -0.384
O -1.903 -2.218 3.562  -0.170
H -3.125 -0.585 3.846  0.221
H -1.782 -0.731 5.005  0.316
H -4.231 -1.572 5.782  0.329
H -2.840 -2.629 6.116  0.311

5.
DFT (ωB97M-V with the def2-TZVPD basis set) results for a gas-phase ion, C4H10NOS (charge -1) in a non-equilibrium geometry.

Output
- energy above the lowest of the compared OMol25 structures with the same formula, charge and spin (eV) = 3.709
- charge = -1
- LUMO energy (eV) = 3.11
- E_tot (a.u.) = -686.5283
- molar mass (g/mol) = 120.20
- strongest force on any atom (eV/A) = 2.52
- HOMO energy (eV) = -2.61

Last column: Mulliken charge in e.
CARTESIAN COORDINATES (ANGSTROEM)
C 1.341 0.724 -0.327  -1.283
C 0.082 -0.156 -0.168  0.586
C 0.230 -1.672 -0.370  -1.157
S 1.345 -2.338 -1.605  -0.271
N -0.724 0.057 1.065  -0.505
C -1.483 1.689 1.043  -0.325
O -1.105 2.428 0.101  -0.680
H 1.391 0.953 -1.397  0.266
H 2.224 0.116 -0.094  0.309
H 1.192 1.637 0.246  0.413
H -0.659 0.217 -0.884  0.160
H -0.742 -2.155 -0.286  0.492
H 0.671 -1.977 0.599  0.357
H 0.629 -1.943 -2.704  0.099
H -0.731 -0.822 1.567  0.090
H -1.127 1.942 2.062  0.231
H -2.534 1.299 1.153  0.219

6.
DFT (ωB97M-V with the def2-TZVPD basis set) results for a molecular structure, C22H37GaO2Si in a non-equilibrium geometry.

Output
- energy above the lowest of the compared OMol25 structures with the same formula, charge and spin (eV) = 0.000
- LUMO energy (eV) = -0.62
- E_tot (a.u.) = -3225.0480
- molar mass (g/mol) = 431.34
- strongest force on any atom (eV/A) = 3.08
- HOMO energy (eV) = -6.50

Last column: Mulliken charge in e.
CARTESIAN COORDINATES (ANGSTROEM)
O 1.066 0.127 -5.988  -0.321
C 1.220 1.324 -6.793  -0.054
C 1.190 0.622 -8.145  -0.848
H 2.153 1.802 -6.488  0.270
H 0.405 2.040 -6.687  -0.099
C 0.982 -0.623 -7.241  1.473
H 2.159 0.647 -8.666  0.308
H 0.358 0.886 -8.804  0.297
C 2.152 -1.585 -7.276  -1.509
H 3.077 -0.996 -7.284  0.406
H 2.114 -2.215 -8.178  0.367
H 2.120 -2.190 -6.358  0.248
C -0.380 -1.287 -7.335  -1.574
H -1.172 -0.540 -7.239  0.312
H -0.474 -1.981 -6.493  0.292
H -0.525 -1.842 -8.275  0.418
Ga 0.732 -0.102 -1.041  0.420
C -2.012 -0.653 1.046  -0.527
C -1.845 0.746 0.820  -0.898
C -2.215 1.013 -0.538  -0.479
H -1.602 1.499 1.561  0.628
C -2.636 -0.222 -1.124  -0.346
C -2.525 -1.241 -0.150  -0.854
H -2.842 -2.274 -0.270  0.447
H -1.834 -1.151 2.007  0.447
H -2.287 2.009 -0.971  0.545
H -3.079 -0.337 -2.128  0.364
C 1.889 -2.154 0.777  -0.405
C 0.648 -2.530 0.214  -0.669
C 0.679 -2.278 -1.197  -0.204
H -0.184 -2.966 0.772  0.490
C 2.021 -1.717 -1.499  -0.503
C 2.711 -1.597 -0.240  -0.695
H 3.739 -1.243 -0.116  0.479
H 2.205 -2.343 1.796  0.482
H 0.059 -2.744 -1.964  0.622
H 2.472 -1.750 -2.491  0.670
O 0.463 2.091 -4.728  -0.542
C -0.570 1.216 -4.144  1.280
C -1.845 1.833 -4.705  -0.683
H -0.595 1.223 -3.039  -1.257
H -0.464 0.176 -4.435  0.416
C -1.533 3.341 -4.501  -0.699
H -2.742 1.444 -4.250  0.399
H -1.899 1.663 -5.797  0.233
C 0.004 3.439 -4.521  -0.460
H -1.906 3.738 -3.541  0.242
H -1.953 3.922 -5.305  0.386
H 0.337 3.864 -3.543  0.169
H 0.347 4.060 -5.373  0.290
C 3.326 2.245 -0.307  -1.112
Si 1.562 1.967 0.293  0.368
C 1.538 1.565 2.131  -1.007
C 0.526 3.512 -0.013  -0.685
H 4.000 1.467 0.063  0.294
H 3.714 3.215 0.025  0.406
H 3.367 2.230 -1.401  0.318
H 2.031 2.355 2.714  0.406
H 0.518 1.456 2.510  0.274
H 2.062 0.628 2.340  0.275
H 1.111 4.397 0.255  0.413
H 0.232 3.597 -1.063  -0.006
H -0.377 3.516 0.600  0.284

7.
DFT (ωB97M-V with the def2-TZVPD basis set) results for 2 unconnected molecules or ions with the total composition C5H14 in a non-equilibrium geometry.

Output
- <S²> = 0.750
- energy above the lowest of the compared OMol25 structures with the same formula, charge and spin (eV) = 0.423
- charge = -1
- LUMO energy (alpha / beta) (eV) = 4.26 / 4.24
- E_tot (a.u.) = -198.8170
- molar mass (g/mol) = 74.17
- strongest force on any atom (eV/A) = 2.48
- HOMO energy (alpha / beta) (eV) = 1.49 / -7.68
- spin multiplicity = 2

Last column: Mulliken charge in e.
CARTESIAN COORDINATES (ANGSTROEM)
C -1.636 0.414 0.984  -0.381
C -1.606 1.346 -0.203  -2.081
C -1.553 1.105 2.324  -1.699
H -2.587 -0.131 1.010  0.425
H -0.835 -0.316 0.863  0.094
H -0.687 1.935 -0.171  0.574
H -2.472 1.988 -0.396  0.580
H -2.506 1.540 2.654  0.377
H -1.268 0.395 3.114  0.557
H -1.612 0.780 -1.151  0.559
H -0.850 1.936 2.422  0.481
C 2.178 -2.177 -1.379  -1.669
C 2.296 -0.623 -1.402  -1.610
H 2.353 -2.519 -2.404  0.429
H 3.015 -2.571 -0.800  0.470
H 1.189 -2.445 -1.035  0.566
H 1.629 -0.251 -0.625  0.102
H 3.248 -0.125 -1.535  0.638
H 1.704 -0.279 -2.273  0.588

8.
DFT (ωB97M-V with the def2-TZVPD basis set) results for a molecular structure, C12H23N3PS3Sr.

Output
- energy above the lowest of the compared OMol25 structures with the same formula, charge and spin (eV) = 0.000
- charge = -1
- LUMO energy (alpha / beta) (eV) = 2.21 / 2.65
- E_tot (a.u.) = -2201.8982
- molar mass (g/mol) = 424.13
- strongest force on any atom (eV/A) = 0.47
- HOMO energy (alpha / beta) (eV) = -3.95 / -4.69

Last column: Mulliken charge in e.
CARTESIAN COORDINATES (ANGSTROEM)
Sr -0.249 0.422 -0.841  1.209
C -2.536 -5.909 -0.413  0.144
C -3.248 -5.709 -1.687  -0.936
S -0.010 -1.481 -2.968  -0.475
C 0.813 -2.475 -1.669  -0.768
C 0.053 -2.740 -0.344  -0.011
S -1.722 -2.330 -0.442  -0.097
C -2.153 -2.622 1.295  -0.015
C -2.173 -4.074 1.777  -0.888
S -3.425 -5.144 1.009  -0.124
H -1.556 -5.431 -0.434  -0.091
H -2.396 -6.966 -0.191  0.348
H -3.331 -4.716 -2.098  0.306
H -3.618 -6.552 -2.249  0.337
H 1.759 -1.998 -1.400  -0.143
H 1.073 -3.439 -2.105  0.360
H 0.477 -2.187 0.499  -0.211
H 0.151 -3.791 -0.072  0.435
H -3.153 -2.199 1.402  0.466
H -1.478 -2.044 1.929  -0.122
H -2.407 -4.068 2.843  0.400
H -1.194 -4.547 1.697  0.324
C 3.473 1.466 1.306  -1.263
P 2.956 0.269 0.022  0.738
C 4.175 0.614 -1.303  -1.264
C 3.653 -1.273 0.727  -1.208
H 4.549 1.407 1.488  0.383
H 2.940 1.241 2.231  0.332
H 3.213 2.479 1.000  0.345
H 5.199 0.556 -0.926  0.371
H 4.000 1.610 -1.713  0.357
H 4.046 -0.106 -2.112  0.331
H 4.714 -1.140 0.956  0.450
H 3.543 -2.096 0.022  0.369
H 3.119 -1.522 1.645  0.231
C -1.338 2.612 -1.653  -1.228
H -1.670 3.424 -0.985  0.226
H -1.637 2.927 -2.664  0.195
N -0.219 0.631 1.775  -0.859
C 0.409 -0.042 2.492  0.771
N 1.218 -0.705 3.255  -0.752
C 1.030 -2.001 3.424  0.672
N 0.946 -3.145 3.605  -0.646